Density functional theory data (ωB97M-V/def2-TZVPD) for 11 unconnected molecules or ions with the total composition C2H24NO12 at a distorted geometry.

Geometry as XYZ:
```
39
C2H24NO12 ωB97M-V/def2-TZVPD
C 0.80813 -2.30012 -2.59825
N -0.09890 -1.19232 -2.27440
C -0.52376 -1.00415 -0.96738
O -1.24110 0.02101 -0.73828
O -0.30796 -1.89843 -0.11904
H 1.75166 -1.82286 -2.90944
H 0.27144 -3.02888 -3.20699
H 1.08515 -2.90556 -1.73145
H -0.66031 -0.88549 -3.04387
H 3.64646 2.04482 0.89688
H 2.74270 1.79227 2.16283
O 3.57718 2.16003 1.85459
H 3.27154 -0.05041 -0.74387
H 2.85811 1.33142 -1.35947
O 3.59427 0.80901 -1.02778
H -2.48416 0.57078 2.06618
H -1.82646 1.76496 1.45993
O -2.08719 1.42540 2.32885
H -2.94743 -3.20166 -0.43396
H -1.53770 -3.44482 -0.84384
O -2.43759 -3.75288 -1.04454
H 0.46526 0.03821 2.62837
H -0.58551 1.18198 2.85481
O 0.34427 1.00858 2.64888
H 0.22663 1.66536 1.02664
H -0.36860 1.62937 -0.38190
O 0.07111 2.23071 0.23949
H -2.04044 1.76955 -3.02766
H -2.46878 1.10350 -1.70115
O -2.80896 1.52982 -2.50748
H 0.12126 -2.31819 2.97565
H 0.18858 -1.86617 1.51845
O 0.64378 -1.75874 2.39208
H 2.62640 3.68962 0.96901
H 1.41849 3.41714 0.02496
O 2.37511 3.62277 0.03453
H -2.24879 -1.73532 1.19024
H -2.47432 -0.56922 0.33597
O -2.93960 -1.07109 1.05242
```

The value obtained for the total energy is -1048.40530 Eh. As for the LUMO energy: 2.82 eV. For the HOMO-LUMO gap, the calculation gives 9.81 eV. As for the total charge: -1. The energy above the lowest of the compared OMol25 structures with the same formula, charge and spin comes out at 0.000 eV. For the HOMO energy, the calculation gives -7.0 eV.



Density functional theory data (ωB97M-V/def2-TZVPD) for a molecular structure, C43H45FO10S2.

Geometry as XYZ:
```
101
C43H45FO10S2 ωB97M-V/def2-TZVPD
C -0.60237 -1.29858 -6.46110
C -0.28573 -0.00565 -7.19986
C -0.15061 1.18541 -6.25263
C 0.69195 2.33363 -6.80287
C 2.19868 2.06024 -6.81264
C 2.89708 2.25852 -5.45537
C 3.18224 0.96249 -4.69044
C 4.14652 1.14702 -3.52040
C 3.61000 1.97578 -2.35002
C 2.33487 1.40698 -1.70402
C 1.00814 1.98074 -2.23380
C 0.00777 0.90175 -2.63963
C -1.29482 1.49306 -3.20462
C -2.57368 1.20180 -2.40645
S -3.76801 2.54775 -2.68871
O -5.08836 2.11156 -2.44625
O -3.24764 3.76845 -2.21496
F -3.61227 2.57081 -4.25738
C -3.23958 -0.14683 -2.72147
O -2.44834 -1.04031 -1.90893
S -2.42590 -0.38527 -0.47050
O -3.67487 -0.55228 0.17177
O -1.22234 -0.69602 0.18351
O -2.33748 1.13769 -1.00234
H 0.25627 -1.63685 -5.87585
H -0.89125 -2.10249 -7.13864
H -1.42554 -1.14959 -5.75439
H 0.63996 -0.12719 -7.76939
H -1.07863 0.20437 -7.92312
H -1.15159 1.55334 -6.00407
H 0.29857 0.83446 -5.31594
H 0.50449 3.23616 -6.21268
H 0.35440 2.56320 -7.81908
H 2.38687 1.03960 -7.16326
H 2.65848 2.72104 -7.55041
H 2.29376 2.93700 -4.84482
H 3.85907 2.75454 -5.61813
H 3.62386 0.24967 -5.39513
H 2.25135 0.50127 -4.34599
H 4.45589 0.16971 -3.13770
H 5.05136 1.62699 -3.91068
H 3.44615 3.01251 -2.66104
H 4.39352 2.01997 -1.58878
H 2.32683 0.31665 -1.81718
H 2.38803 1.58735 -0.62873
H 1.19668 2.63307 -3.09140
H 0.53923 2.59046 -1.45588
H 0.45651 0.24450 -3.38654
H -0.17689 0.27116 -1.77280
H -1.46920 1.12566 -4.21410
H -1.18154 2.57623 -3.28457
H -4.26779 -0.16986 -2.36072
H -3.19903 -0.44003 -3.76502
C 3.58602 -7.22913 -0.28971
C 3.60411 -8.00732 0.86287
C 3.01014 -7.54351 2.02390
C 2.39908 -6.29513 2.04026
C 2.38949 -5.51024 0.88701
C 2.98092 -5.98431 -0.27820
C 1.76314 -4.15466 0.87753
O 1.74772 -3.47947 -0.12958
C 1.16471 -3.66639 2.15261
C 0.60778 -2.39427 2.18549
C 0.03283 -1.92040 3.35303
C 0.00932 -2.71678 4.49249
C 0.56695 -3.98454 4.46685
C 1.14936 -4.46330 3.29945
C 1.75447 -5.82570 3.30300
O 1.72751 -6.52785 4.29046
H 4.04711 -7.59621 -1.19741
H 4.08265 -8.97794 0.85287
H 3.00770 -8.13353 2.93026
H 2.95705 -5.36111 -1.16175
H 0.62391 -1.79265 1.28896
H -0.40373 -0.92955 3.37285
H -0.44597 -2.34647 5.40201
H 0.56076 -4.61999 5.34195
C -3.38256 1.18770 3.37317
C -2.52165 2.20281 2.97052
C -1.86974 2.98020 3.91239
C -2.08159 2.74923 5.26685
C -2.95409 1.73749 5.67235
C -3.60010 0.95592 4.72091
C -3.21974 1.47815 7.11737
O -3.96442 0.59013 7.47163
C -2.53443 2.35550 8.11140
C -2.79308 2.16543 9.46386
C -2.16274 2.95976 10.40608
C -1.26730 3.94455 10.00302
C -1.00704 4.13910 8.65747
C -1.64216 3.34882 7.70660
C -1.35600 3.59106 6.26198
O -0.56528 4.44002 5.91182
H -3.88237 0.57749 2.63151
H -2.35881 2.38600 1.91547
H -1.19178 3.77050 3.62008
H -4.26681 0.17327 5.05649
H -3.48999 1.39136 9.75491
H -2.36745 2.81278 11.45853
H -0.77312 4.56153 10.74212
H -0.31587 4.89997 8.32143
```

The value obtained for the total energy is -3314.21954 Eh. As for the LUMO energy: -0.90 eV. For the HOMO-LUMO gap, the calculation gives 8.77 eV. The energy above the lowest of the compared OMol25 structures with the same formula, charge and spin comes out at 0.000 eV. For the HOMO energy, the calculation gives -9.7 eV.



Density functional theory data (ωB97M-V/def2-TZVPD) for a gas-phase ion, C8H9F3NO3 (charge -1).

Geometry as XYZ:
```
24
C8H9F3NO3 ωB97M-V/def2-TZVPD
O -2.22244 -1.52962 2.08079
C -1.60437 -0.88204 1.26770
C -2.26807 -0.26833 0.05979
N -1.40007 0.56961 -0.77454
C -0.32086 -0.12371 -1.51715
C 0.97533 -0.28561 -0.71178
C 1.42463 1.02602 -0.04503
C 2.27362 0.86080 1.16363
F 3.51033 0.35361 0.96630
C 1.96429 1.22016 2.39398
F 2.79178 1.20485 3.42465
F 0.77414 1.64698 2.76460
C -0.77247 -1.49579 -2.10077
O -1.03460 -1.51373 -3.31919
O -0.86102 -2.42053 -1.24707
H -0.53102 -0.67735 1.43191
H -3.04338 0.38975 0.48025
H -2.78303 -1.07474 -0.47725
H -2.00778 0.94803 -1.49294
H -0.08156 0.52759 -2.36716
H 0.89267 -1.11188 -0.00232
H 1.73914 -0.59599 -1.43498
H 0.55440 1.63314 0.21768
H 2.03034 1.59879 -0.76112
```

The value obtained for the total energy is -890.34625 Eh. As for the LUMO energy: 3.14 eV. For the HOMO-LUMO gap, the calculation gives 7.61 eV. As for the total charge: -1. The structure (SMILES) is O=CCN[C@@H](CCC(F)=C(F)F)C(=O)[O-]. For the HOMO energy, the calculation gives -4.5 eV.



Density functional theory data (ωB97M-V/def2-TZVPD) for a molecular structure, C24H36P2PbSi at a distorted geometry.

Geometry as XYZ:
```
64
C24H36P2PbSi ωB97M-V/def2-TZVPD
C 0.60536 1.15131 -0.68058
C -0.29111 1.94828 -1.43038
C -1.43758 2.19583 -0.64336
H -0.12308 2.30932 -2.44709
C -1.25349 1.56599 0.61806
C 0.02290 0.91578 0.59707
H 0.52068 0.43022 1.43525
H 1.57721 0.78272 -1.01160
H -2.31586 2.77594 -0.93630
H -1.91001 1.64261 1.48928
Pb -2.07464 -1.24969 0.29166
C -1.55804 -2.77146 -3.04777
H -1.78053 -2.53464 -2.01314
H -1.18718 -3.79238 -3.12808
H -2.40801 -2.63009 -3.71013
Si 0.15648 -0.86122 -4.07790
C 1.91365 -1.06451 -4.49373
C 2.74781 0.01460 -4.13577
H 2.29414 0.97545 -3.89089
C 4.12903 -0.17636 -4.08395
H 4.77002 0.64751 -3.78254
C 4.67463 -1.41690 -4.43489
H 5.75459 -1.55813 -4.40168
C 3.84608 -2.47359 -4.83631
H 4.27877 -3.43077 -5.12328
C 2.46196 -2.29670 -4.89027
H 1.79178 -3.09285 -5.22627
C -1.05568 0.39271 -4.62695
C -0.58803 1.42249 -5.46499
H 0.36876 1.28514 -5.98585
C -1.32303 2.60995 -5.56243
H -0.94555 3.41219 -6.20286
C -2.53094 2.74522 -4.85107
H -3.08335 3.68055 -4.91616
C -3.04126 1.69212 -4.07420
H -3.99894 1.79123 -3.54762
C -2.32182 0.49689 -3.99472
H -2.71157 -0.34409 -3.40733
H 0.29620 -0.52421 -2.64561
H -0.57694 -2.13630 -3.58328
C -2.42715 -2.70520 3.45486
P -1.33398 -1.38353 2.83967
C -1.65712 -0.01503 3.97916
C 0.34692 -1.94786 3.28558
C 1.19855 -2.50875 2.13381
P 0.50600 -2.38525 0.41601
C 2.02070 -2.25958 -0.59819
C -0.00443 -4.12421 0.13009
H -3.37940 -2.26172 3.78215
H -1.94034 -3.21237 4.29883
H -2.62311 -3.44278 2.66381
H -2.18644 -0.41399 4.85510
H -0.70232 0.43844 4.28007
H -2.29168 0.74826 3.50996
H 0.84839 -1.10198 3.78717
H 0.20991 -2.72121 4.05528
H 2.15945 -1.97484 2.10648
H 1.43216 -3.57498 2.30052
H 2.39297 -3.26638 -0.83418
H 1.80051 -1.71710 -1.52431
H 2.79872 -1.71802 -0.04533
H -0.75978 -4.45327 0.85875
H -0.41307 -4.21419 -0.88624
H 0.88942 -4.75460 0.22873
```

The value obtained for the total energy is -2100.90590 Eh. As for the LUMO energy (alpha / beta): 0.07 / 0.10 eV. For the HOMO-LUMO gap (alpha / beta), the calculation gives 5.94 / 4.70 eV. The energy above the lowest of the compared OMol25 structures with the same formula, charge and spin comes out at 3.050 eV. For the HOMO energy (alpha / beta), the calculation gives -5.9 / -4.6 eV.



Density functional theory data (ωB97M-V/def2-TZVPD) for 4 unconnected molecules or ions with the total composition C34H41BrFN4O3S at a distorted geometry.

Geometry as XYZ:
```
85
C34H41BrFN4O3S ωB97M-V/def2-TZVPD
C -1.54198 1.97926 3.48204
C -0.58865 1.25275 2.71358
C 0.72248 0.56799 1.93874
S 1.66817 -0.16121 3.36781
O 2.62234 0.94003 3.94462
O 0.61081 -0.43207 4.50886
F 2.43174 -1.66531 3.06901
N 0.23745 -0.28704 0.79223
C -0.45534 0.77857 -0.08395
N -1.37701 0.31306 -0.98674
C -2.14654 1.27928 -1.85911
Br -3.46869 2.33905 -0.74800
C -2.92797 0.35502 -3.00785
C -4.06115 -0.65072 -2.37799
N 0.01191 2.16226 0.29895
O 0.25657 3.05282 -0.67556
C 1.29715 1.84353 1.09275
C 2.57066 1.68112 0.07898
C 3.68565 0.56439 0.51958
C 3.27982 -0.85563 -0.19451
C 4.55065 -1.66075 -0.88179
N 4.59217 -1.33533 -2.37355
C 3.58708 -1.64253 -3.47578
C 4.25009 -1.05494 -4.86881
C 5.68098 -0.37866 -4.41966
C 5.84857 -0.58738 -2.80205
H -2.12014 2.39082 4.43999
H -0.60659 -0.77697 1.21649
H -1.55869 -0.73265 -1.06963
H -1.45571 2.02663 -2.46850
H -2.07497 -0.34585 -3.45766
H -3.33876 1.00046 -3.89743
H -3.87682 -0.89948 -1.22922
H -4.00421 -1.67241 -2.98950
H -5.16420 -0.27153 -2.49572
H 0.47735 2.57037 -1.53789
H 1.40760 2.72158 1.85984
H 3.13621 2.73256 0.08315
H 2.29844 1.47485 -1.04309
H 4.71184 0.90396 0.01213
H 3.90690 0.50135 1.66691
H 2.49520 -0.69574 -1.07967
H 2.76359 -1.63411 0.53239
H 5.55771 -1.43133 -0.32780
H 4.29254 -2.81963 -0.81821
H 2.54754 -2.19162 -3.34395
H 3.77639 -1.11551 -5.93728
H 6.47735 0.17543 -5.07408
H 6.71034 -0.28316 -2.05971
C -6.36723 0.27834 3.68982
C -5.22376 0.19478 2.89593
C -5.25716 0.63961 1.57463
C -6.43255 1.17767 1.04979
C -7.57496 1.26467 1.84491
C -7.54414 0.81125 3.16340
H -6.34177 -0.07159 4.71848
H -4.30599 -0.21816 3.30708
H -4.36792 0.56818 0.95426
H -6.45739 1.52889 0.02162
H -8.49040 1.68551 1.43624
H -8.43588 0.87410 3.78084
C -0.20629 -1.14417 8.30001
C -0.29256 -1.64811 9.59746
C 0.62639 -2.59940 10.03948
C 1.63863 -3.03984 9.18631
C 1.72712 -2.53306 7.89008
C 0.80251 -1.58863 7.44502
H -0.92472 -0.40532 7.95475
H -1.07720 -1.29975 10.26445
H 0.55484 -2.99683 11.04826
H 2.35782 -3.77755 9.53222
H 2.51701 -2.87521 7.22588
H 0.86843 -1.19814 6.43330
C 1.69301 1.47348 -9.07015
C 1.93475 1.10417 -7.74729
C 1.11532 0.16336 -7.12421
C 0.05911 -0.41601 -7.82796
C -0.18028 -0.04942 -9.15205
C 0.63350 0.89830 -9.77216
H 2.32976 2.20926 -9.55432
H 2.76200 1.55059 -7.20118
H 1.29983 -0.11923 -6.09135
H -0.57658 -1.15283 -7.34411
H -1.00243 -0.50223 -9.70084
H 0.44332 1.18772 -10.80195
```

The value obtained for the total energy is -4836.00838 Eh. As for the LUMO energy: -4.88 eV. For the HOMO-LUMO gap, the calculation gives 5.19 eV. As for the total charge: +1. For the HOMO energy, the calculation gives -10.1 eV.



Density functional theory data (ωB97M-V/def2-TZVPD) for a single C5H7OP molecule at a distorted geometry.

Geometry as XYZ:
```
14
C5H7OP ωB97M-V/def2-TZVPD
C -0.31086 0.36387 -0.04784
C 0.92383 -0.11728 -0.24632
C -0.86880 -0.95748 0.43166
C 0.53012 -1.53089 0.39046
C -1.02337 1.59857 -0.08563
O 3.53250 0.18201 -1.59456
P 2.34250 0.88724 -1.12891
H -1.22139 -0.74263 1.51582
H -1.73654 -1.44255 -0.12299
H 1.02987 -1.69351 1.27135
H 0.76568 -2.24595 -0.31053
H -1.07930 2.08825 0.94049
H -2.12809 1.35237 -0.15510
H -0.75613 2.25798 -0.85790
```

The value obtained for the total energy is -611.22023 Eh. As for the LUMO energy: -0.58 eV. For the HOMO-LUMO gap, the calculation gives 8.10 eV. The structure (SMILES) is CC1=C(P=O)CC1. The energy above the lowest of the compared OMol25 structures with the same formula, charge and spin comes out at 1.803 eV. For the HOMO energy, the calculation gives -8.7 eV.